(1)
Below is a molecular structure, C38H39MnN4O7 at a distorted geometry, with properties calculated with wB97M-V/def2-TZVPD.

Summary:
total charge = -1
lowest unoccupied orbital energy (alpha / beta) = 0.0843 / 0.0842 Eh
energy relative to the best compared isomer or geometry (same formula, charge and spin) = 1.142 eV
2S+1 = 6

Positions of all 89 atoms, in Å:
Mn -0.71939 -0.33183 0.22990
O -0.65866 0.23014 2.27685
O -1.95566 2.76184 1.28658
O -0.66966 -2.24909 -0.34809
O -2.87780 -0.61095 -0.05883
O -0.52425 1.35806 -0.93700
O -3.21027 4.71639 1.56420
O -2.71229 -2.07717 1.57778
N -3.41665 -1.37494 0.85653
N 1.45845 -0.34567 0.60612
N -3.33218 2.43571 -1.12069
N -3.48258 3.49206 -0.24585
C -2.63754 4.83128 2.92186
C 1.05406 0.64637 -3.20560
C -1.47289 -5.15809 -0.27641
C 1.83280 0.18655 -4.28479
C 0.20242 -3.21304 0.13221
C -2.06844 -0.23489 4.16221
C 3.40852 -1.60641 1.28622
C -0.70864 3.96133 -2.37744
C 1.58711 2.06806 0.20279
C -1.23042 6.07980 -1.38391
C -0.87582 0.38666 3.49111
C 0.42626 4.60772 -0.38453
C 2.68790 2.31184 -2.66035
C 0.60979 2.11126 -1.09165
C 2.04317 -1.49448 1.03432
C 1.14018 -2.69273 1.33717
C 4.19158 -0.43615 1.27709
C -2.79840 -6.01981 1.52110
C -2.80135 3.58754 0.92231
C 2.22155 0.76912 0.56838
C -2.02515 -5.31492 2.41916
C -1.37592 5.17440 -2.44726
C 3.61669 0.70151 0.81025
C 1.82049 -3.48782 -3.32835
C 3.02411 0.88924 -4.53669
C 2.13478 -4.85228 -3.42303
C 0.13741 3.61825 -1.31172
C -0.96398 -4.53167 2.01936
C 3.42671 1.97085 -3.76173
C 1.47253 1.64927 -2.33894
C 1.48684 -5.10457 -1.10007
C 0.05375 1.24341 4.29360
C 1.92319 -5.63271 -2.30890
C 1.02378 -3.78383 -1.05239
C -2.51298 -5.93705 0.15162
C -0.68040 -4.39367 0.63662
C -0.30431 5.80727 -0.38315
C 1.18836 -2.97918 -2.18430
H 1.45848 -5.72958 -0.21031
H -2.15368 -1.25360 3.81014
H -2.37119 2.02505 -1.02656
H 0.95473 2.37415 1.08499
H 3.64631 0.59427 -5.34255
H -2.94762 5.73634 3.35339
H -0.13299 6.44273 0.46905
H 2.02204 -2.83204 -4.14940
H 2.66554 -5.24538 -4.27395
H -1.87546 -0.23367 5.25336
H 0.00575 0.31341 -3.12430
H 0.82496 0.58937 4.79487
H 2.35375 2.81794 0.03953
H -3.97204 4.28979 -0.63504
H 1.20986 4.47098 0.38760
H -3.02979 4.00047 3.53492
H 2.17274 -6.68618 -2.34756
H 4.32730 2.50093 -4.03245
H 4.13960 1.65930 0.69731
H 2.92792 3.19750 -2.09152
H -1.99243 5.38729 -3.30366
H -3.00368 0.31022 3.93929
H -1.56262 4.80314 2.82310
H 0.38992 -2.33981 2.07183
H -1.23728 -5.06773 -1.30796
H 5.20865 -0.49191 1.57634
H -0.81704 3.17637 -3.13790
H 0.58780 1.88991 3.58537
H 1.47433 -0.63717 -4.89750
H -0.52376 1.85479 5.00976
H 1.78701 -3.49390 1.71992
H -2.34902 -5.33384 3.45656
H 3.82443 -2.61303 1.53748
H -3.65984 -6.53232 1.89031
H -4.09808 1.80534 -0.91535
H -1.77496 7.05661 -1.35379
H -0.42675 -4.03294 2.82424
H 0.80553 -1.99004 -2.13217
H -3.01521 -6.51572 -0.61109

***

(2)
Below is 14 unconnected molecules or ions with the total composition C6H35NO13 at a distorted geometry, with properties calculated with wB97M-V/def2-TZVPD.

Summary:
lowest unoccupied orbital energy = 0.0068 Eh
energy relative to the best compared isomer or geometry (same formula, charge and spin) = 1.845 eV

Positions of all 55 atoms, in Å:
O 3.52795 3.15757 -1.62488
O -0.31546 -1.18058 3.71056
O -1.81140 0.20923 -4.30743
O 3.38733 2.85990 1.04180
O -2.46896 -0.22351 2.39675
O -4.03202 1.61431 -0.45976
O 0.10285 2.16388 3.43061
O -2.76630 2.62249 1.90144
O -1.90426 -1.34318 0.16326
O -2.35094 -1.61421 -2.46416
O -1.40382 -4.20022 1.73630
O 3.18403 0.61327 -2.63767
O 2.02852 0.04043 3.13240
N 1.06303 -0.01296 -0.23451
C 1.72620 -3.44606 -1.18303
C 1.19035 -2.05359 -1.11500
C 1.62036 -1.25215 -0.08228
C 0.48920 -1.22135 -1.98133
C 0.42300 0.07898 -1.44762
C 0.13068 1.42967 -1.95862
H -4.02465 2.19988 -1.21780
H -3.45117 2.02012 1.60978
H -0.36797 1.38616 -2.94865
H -1.80474 -0.57895 3.03969
H 3.27450 2.42865 -2.20538
H -0.52276 1.90387 -1.23337
H -1.63591 -2.25977 -2.61958
H -1.32074 -1.15430 0.92410
H -1.32504 -3.97914 0.78012
H 2.73586 -3.40531 -0.64354
H 2.66620 0.26753 2.44461
H 3.07021 3.95277 -1.96750
H -2.94470 3.55406 1.87920
H -2.24418 -1.64761 -1.44556
H 3.25785 0.03621 -3.39687
H 2.26236 0.55499 -2.31962
H -2.98440 0.44211 2.87309
H 2.21095 -1.42716 0.79671
H 0.56606 -0.85310 3.40506
H -3.20883 1.12098 -0.49928
H 1.13405 -4.25400 -0.69440
H 0.01018 2.10885 4.39157
H -1.37839 -0.27087 -5.00938
H 0.17338 -1.55166 -2.95618
H 3.01465 3.74370 1.13991
H 2.00441 -3.70609 -2.18986
H -2.18768 -0.44340 -3.68970
H 3.26443 2.62400 0.10398
H -2.70396 -0.88149 0.48989
H 1.22800 0.87691 0.37903
H -2.31284 -3.86987 1.75687
H -0.26987 -2.10441 3.45557
H -0.38368 2.97561 3.28162
H 2.23794 0.62742 3.85872
H 0.98206 2.07608 -1.98624

***

(3)
Below is a molecular structure, C27H35N5O2P2Re at a distorted geometry, with properties calculated with wB97M-V/def2-TZVPD.

Summary:
total charge = +2
lowest unoccupied orbital energy (alpha / beta) = -0.3023 / -0.3106 Eh
energy relative to the best compared isomer or geometry (same formula, charge and spin) = 0.000 eV
2S+1 = 4

Positions of all 72 atoms, in Å:
Re -0.20880 2.54845 -3.79453
P -2.19369 -1.30511 -3.32069
P 1.66183 -0.59553 -2.54433
O -1.50858 0.01366 -2.39690
O -0.50962 3.99062 -2.84840
N 3.28596 -0.24004 -3.33118
N 2.21862 -1.79431 -1.48740
N -2.92355 -2.06788 -2.01045
N -3.77099 -0.18416 -3.59085
N -0.89850 1.05407 -3.01332
C -4.07954 -2.85594 -2.09188
C -0.55931 -2.24137 -3.53874
C -4.57155 -0.29904 -4.72593
C -1.09245 3.45765 -6.43753
C 1.34271 1.68402 -5.37035
C 3.77646 -2.50906 -0.03105
C -5.33939 1.46550 -3.52416
C 1.13045 3.10685 -5.24806
C 0.81901 -1.59547 -3.86139
C -1.34853 1.06404 -5.53941
C 4.25253 -1.10943 -3.83366
C -5.53166 0.70410 -4.72671
C 3.85963 1.02750 -3.29657
C 0.95578 0.94130 -6.61983
C 3.14536 -1.38400 -0.50231
C -3.38965 -2.82702 0.05960
C 3.23262 -3.64602 -0.71491
C -4.38945 -3.32158 -0.83395
C 5.17769 0.95340 -3.72679
C 0.39566 3.84486 -6.38921
C -0.50501 0.43575 -6.57687
C 2.28002 -3.18842 -1.60177
C 5.42758 -0.40432 -4.07813
C -4.26447 0.89540 -2.84147
C -1.51938 2.47380 -5.33376
C -2.49722 -2.06984 -0.67332
C 1.36094 1.49241 -1.40703
H -1.70598 4.35392 -6.27033
H -1.60700 -1.55409 -0.37729
H 0.76841 -1.01010 -4.80290
H 4.02703 -2.14372 -3.96069
H -0.48113 -2.83437 -2.60596
H 0.80115 0.92663 -0.65642
H -6.27133 0.83164 -5.50520
H -1.38731 3.02690 -7.40375
H -0.47753 -0.66069 -6.40035
H -2.10503 0.39528 -5.12195
H 4.56697 -2.53021 0.70689
H -0.97085 0.55477 -7.57425
H 2.25606 1.27748 -4.91878
H 1.50222 -2.44898 -4.04269
H -5.93087 2.33225 -3.25455
H 2.01600 3.65671 -4.88894
H 1.59678 -3.68442 -2.29064
H -3.34844 -3.00678 1.11028
H 6.33693 -0.81565 -4.46762
H -4.35954 -1.10640 -5.41261
H -3.86898 1.19769 -1.88060
H 1.62598 0.08491 -6.80006
H 5.87054 1.76961 -3.79838
H 2.40631 1.65879 -1.12298
H -0.79309 -2.93505 -4.36997
H 0.47719 4.92748 -6.18334
H -2.50862 2.71132 -4.87841
H 3.23080 -0.33712 -0.22426
H 1.05343 1.58145 -7.50139
H 3.29654 1.86771 -2.95503
H 0.85925 2.48833 -1.52836
H -4.54325 -2.99590 -3.04686
H 3.50711 -4.68601 -0.59222
H 0.86386 3.63619 -7.36676
H -5.22985 -3.94292 -0.59158

***

(4)
Below is a single C10H12N2 molecule at a distorted geometry, with properties calculated with wB97M-V/def2-TZVPD.

Summary:
lowest unoccupied orbital energy (alpha / beta) = 0.0135 / 0.0135 Eh
energy relative to the best compared isomer or geometry (same formula, charge and spin) = 2.964 eV

Positions of all 24 atoms, in Å:
N 1.57698 -1.00588 -0.29576
N 0.87021 1.49733 -0.41021
C -0.13640 0.64393 -0.11888
C -3.84771 0.39235 0.27769
C 3.82566 -0.57076 0.51653
C -1.46189 1.00610 0.20930
C 2.38094 -0.11036 0.47748
C 0.25350 -0.69572 -0.22684
C -2.36491 0.02155 0.17730
C -2.06662 -1.30568 -0.03069
C -0.74001 -1.63650 -0.32425
C 2.15746 1.08922 -0.43491
H -0.65519 -2.54370 -0.89232
H 4.46227 0.10376 1.17072
H -4.07798 1.39151 -0.28356
H -1.93720 1.91704 0.12686
H -4.30550 0.44739 1.25204
H 2.75202 1.65976 -1.10900
H -2.71376 -2.03419 -0.41389
H 3.87067 -1.66092 0.77217
H 4.11562 -0.68545 -0.54521
H -4.40894 -0.32647 -0.30650
H 1.90723 0.10517 1.38828
H 0.54354 2.30053 -0.97636

***

(5)
Below is a single C4H4O2 molecule at a distorted geometry, with properties calculated with wB97M-V/def2-TZVPD.

Summary:
lowest unoccupied orbital energy (alpha / beta) = 0.0312 / -0.0738 Eh
energy relative to the best compared isomer or geometry (same formula, charge and spin) = 2.987 eV
2S+1 = 3

Positions of all 10 atoms, in Å:
O -0.64580 2.29482 -0.82463
O -1.32099 -0.64733 0.61100
C -0.77643 1.21391 -0.33143
C -1.53153 -0.01373 -0.66403
C 1.19981 -0.47232 0.50860
C -0.19705 0.17828 0.41513
H 1.14277 -1.43837 -0.05924
H 2.04341 0.29317 0.34415
H -1.42039 -0.56766 -1.49383
H 1.50620 -0.84078 1.49428

***

(6)
Below is a single C5H10IN3O4S2 molecule at a distorted geometry, with properties calculated with wB97M-V/def2-TZVPD.

Summary:
lowest unoccupied orbital energy = -0.0367 Eh
energy relative to the best compared isomer or geometry (same formula, charge and spin) = 0.000 eV
SMILES = CNC(=O)C[C@@H](N)/C(O)=N/S(=O)(=O)SI

Positions of all 25 atoms, in Å:
I -2.80459 1.25769 0.89688
S -3.53702 0.45147 -1.16115
S -2.36393 -1.77395 -0.50093
O -0.04954 -2.94582 0.25688
O -3.14096 -2.32408 0.59704
O -2.34265 -2.45343 -1.75632
O 1.32199 0.40504 -1.54036
N -0.88957 -0.91408 -0.12797
N 0.26029 2.20034 -0.47278
N 1.43391 -1.77268 2.02079
C 1.30461 0.44116 0.82653
C -0.08440 2.94403 -1.69859
C 1.39211 -1.06778 0.71929
C 0.07938 -1.61543 0.20824
C 0.97566 1.01656 -0.55739
H 0.70501 -1.23787 2.52120
H 0.10831 2.32391 -2.55444
H 0.57547 0.95128 1.52881
H 2.15575 -1.57538 0.04516
H 0.14142 2.70815 0.40402
H 2.37499 -1.60487 2.40970
H 0.39608 3.99693 -1.97064
H 0.79369 -3.43617 0.53575
H 2.36496 0.72556 1.07116
H -1.17097 3.29941 -1.70090

***

(7)
Below is 5 unconnected molecules or ions with the total composition C23H46N3O9S4 at a distorted geometry, with properties calculated with wB97M-V/def2-TZVPD.

Summary:
total charge = +1
lowest unoccupied orbital energy = -0.1256 Eh
energy relative to the best compared isomer or geometry (same formula, charge and spin) = 3.868 eV

Positions of all 85 atoms, in Å:
S -1.15621 -0.41742 -0.66187
S -2.64380 6.35871 0.44762
S -1.30161 0.41959 -6.64341
S 3.88100 -1.98702 3.43069
O -1.27811 -1.41467 0.38268
O 3.61459 -1.81902 4.84534
O -2.72777 0.37899 -6.39735
O -3.81962 7.15108 0.14755
O 3.20078 -2.98064 2.62686
O -0.59600 -2.33891 1.84064
O -1.38352 0.99152 -0.41822
O -0.35578 -0.33964 -5.85004
O -1.30161 6.83412 0.18558
N -0.38311 -1.66394 2.98371
N 0.47374 -1.87667 7.78271
N 0.28745 -0.04971 4.79464
C 0.12484 -1.14094 -2.87273
C -0.78371 -1.63248 6.96047
C -1.01593 0.06939 -8.36718
C 5.63728 -2.17706 3.19622
C 5.16062 -0.00956 2.20403
C -0.86990 -2.31314 4.26050
C 5.95288 -1.29912 1.99440
C -0.31785 2.38614 -8.13250
C -2.15252 -0.91789 -2.05201
C -2.36560 3.78139 0.77745
C -0.78306 2.12825 -6.70032
C -1.46775 -5.18053 1.27848
C 0.27278 -0.33374 3.28210
C -2.72817 5.80016 2.14248
C 0.42419 -0.60619 -1.47327
C -2.82923 4.75135 -0.29910
C 3.74283 -0.40390 2.61443
C -0.04660 -4.59543 0.65944
C -2.97037 4.29284 2.08408
C 0.45022 -3.38228 1.64757
C -0.40853 -1.24194 5.41311
C -1.08658 1.43035 -9.04361
C -1.26943 -0.65201 -3.26205
H 1.04532 -1.30047 -0.90169
H -0.66239 1.40069 -10.05148
H -2.36319 -1.98620 -1.94535
H 1.27475 -1.68543 7.13938
H -1.23801 0.42317 -3.47523
H -2.38175 -4.68208 0.72475
H -2.13055 1.75598 -9.12438
H 5.62107 -1.79111 1.07229
H -0.47585 3.43117 -8.41681
H 5.62620 0.57850 3.00426
H -3.08460 -0.35045 -2.06739
H 0.88342 -0.81420 -3.59085
H -1.64261 2.75212 -6.44025
H -1.64474 -1.16294 -4.15352
H 0.78326 -3.89477 2.66377
H 3.09369 -0.52731 1.74318
H -2.23655 4.69348 -1.21364
H -1.77480 6.03396 2.62424
H -2.68022 2.75696 0.55791
H 5.15247 0.61143 1.30281
H -1.40843 -3.35059 4.32167
H 6.13702 -1.80690 4.09638
H -0.14496 -4.26179 -0.46451
H 0.77402 -5.44322 0.70853
H -2.53799 3.78948 2.95447
H 0.02386 2.28712 -5.98049
H 7.02628 -1.10682 1.90799
H 3.30663 0.32339 3.30385
H 5.88133 -3.22861 3.03602
H 0.68132 0.76420 5.31603
H -0.01584 -0.36466 -8.45917
H 1.41604 -2.80830 1.24431
H -1.34063 -2.68667 6.91008
H -1.27132 3.79261 0.84722
H -1.76597 -0.63274 -8.73521
H -1.54677 -4.84054 2.40757
H 0.75675 2.18223 -8.21367
H -1.54881 -0.89870 7.48046
H 0.13606 -2.23757 -2.85881
H -1.50981 -6.35992 1.28243
H -4.04858 4.09196 2.09014
H -3.54189 6.31875 2.65575
H -3.88970 4.60878 -0.52739
H 0.46859 -1.10910 8.50502
H 0.71341 0.35935 2.42433
H 0.90363 0.37572 -1.51410

***

(8)
Below is a single C3H4N2O molecule, with properties calculated with wB97M-V/def2-TZVPD.

Summary:
lowest unoccupied orbital energy = 0.0106 Eh
energy relative to the best compared isomer or geometry (same formula, charge and spin) = 5.511 eV
SMILES = NC1=C[C@@H]1N=O

Positions of all 10 atoms, in Å:
O -1.28178 0.14413 1.60277
N -0.14043 0.27996 1.97704
N -0.91360 0.37782 -1.39385
C 0.00793 -0.05553 -0.49290
C 0.93934 -0.84987 -0.07311
C 0.79513 0.28089 0.85770
H 1.61605 -1.66283 -0.24586
H -1.84185 0.57806 -1.04583
H -0.87665 0.05979 -2.35276
H 1.69586 0.84758 1.16680